1.
10
Properties=species:S:1:pos:R:3:forces:R:3 method="wB97M-V/def2-TZVPD" e_homo_ha="-0.2679 / -0.2420" charge=0 homo_lumo_gap_ev="6.96 / 5.77"
C -1.13523 0.98953 -0.34101 2.144 -0.422 0.866
C -1.42095 -0.39364 -0.17034 -0.977 -2.128 0.209
C 1.67822 0.08944 0.34109 -1.568 2.241 -0.843
O -0.99697 2.09680 -0.54582 -0.685 0.091 -0.205
F 2.26930 0.67477 -0.80294 -0.043 -0.829 1.091
Cl 2.43575 0.82494 1.79158 0.081 -0.559 -0.538
Br 1.75289 -1.81032 0.22598 0.454 -0.461 0.012
H -1.49471 -0.74627 0.92638 0.929 0.833 -1.709
H -0.71921 -0.96811 -0.83198 0.159 0.437 1.196
H -2.36910 -0.75714 -0.59295 -0.496 0.797 -0.080

---

2.
10
Properties=species:S:1:pos:R:3:forces:R:3 method="wB97M-V/def2-TZVPD" e_homo_ha="-0.3362 / -0.3526" charge=0 homo_lumo_gap_ev="8.73 / 8.95"
C -0.13006 0.65317 0.61815 4.134 -2.539 -3.846
C -1.32627 0.09296 -0.08687 -0.619 -0.383 1.587
N 1.22548 0.11301 0.08940 -0.371 0.059 0.500
N 2.19738 -0.60885 -0.83001 -6.769 0.732 1.170
F -2.47006 0.79247 0.05995 0.612 0.818 -0.431
F -1.07714 -0.11958 -1.37154 -0.012 0.156 -0.244
F -1.67910 -1.09498 0.46905 0.414 -0.669 -0.155
H 0.05051 0.91419 1.64170 -0.689 0.135 0.204
H 1.78065 0.40482 0.86669 1.036 0.208 -0.005
H 1.42862 -1.14721 -1.45654 2.264 1.483 1.219

---

3.
23
Properties=species:S:1:pos:R:3:forces:R:3 method="wB97M-V/def2-TZVPD" e_homo_ha=-0.3252 charge=0 smiles="N=C(N)N.CCCC" homo_lumo_gap_ev=9.65
N 2.82740 2.30480 1.18237 0.054 0.155 -0.402
C 2.58373 1.58568 0.15384 -0.030 -0.058 0.955
N 2.56100 0.18693 0.17906 0.080 -0.111 -0.470
N 2.30534 2.16376 -1.04920 -0.205 -0.131 -0.014
H 3.09536 1.71483 1.95804 -0.117 -0.054 0.214
H 2.09941 -0.21213 0.97871 0.109 0.158 0.253
H 2.19142 -0.23912 -0.65143 -0.090 -0.098 -0.254
H 2.32126 1.61358 -1.88514 -0.008 0.148 -0.130
H 2.40414 3.16102 -1.09167 0.160 -0.015 -0.151
C -1.04170 0.26569 -1.46003 -0.289 -0.387 -0.184
C -1.95480 -0.62256 -0.61498 0.084 0.510 0.255
C -1.24462 -1.11953 0.63270 -0.300 -0.458 0.355
C -2.13950 -2.01338 1.49888 -0.102 0.087 -0.540
H -0.68381 1.11999 -0.88734 0.046 0.019 0.035
H -1.56776 0.63668 -2.34025 0.071 0.051 -0.033
H -0.18024 -0.31242 -1.80383 0.070 0.080 -0.033
H -2.33625 -1.48497 -1.16565 0.123 0.024 -0.200
H -2.83742 -0.04049 -0.32865 0.006 -0.052 0.068
H -0.35892 -1.68644 0.32701 0.052 0.007 0.035
H -0.89600 -0.29559 1.26008 0.047 0.190 -0.194
H -1.60690 -2.36788 2.37163 -0.001 -0.091 0.263
H -2.49838 -2.87509 0.93325 0.155 -0.116 -0.023
H -3.04274 -1.48334 1.80259 0.085 0.141 0.194

---

4.
113
Properties=species:S:1:pos:R:3:forces:R:3 method="wB97M-V/def2-TZVPD" e_homo_ha="-0.3862 / -0.4165" multiplicity=3 charge=+1 homo_lumo_gap_ev="6.79 / 7.27"
Mo -1.03369 -1.89014 0.20397 0.276 1.209 -2.031
N 0.33531 -3.78704 -0.37413 -0.217 0.049 0.142
C 0.47371 -3.79934 -1.82743 -0.142 -0.103 -0.788
C -0.89369 -3.44744 -2.41833 0.925 -0.335 -0.002
O -1.19609 -3.75234 -3.55593 0.030 -0.023 0.021
N -1.65009 -2.77184 -1.53293 -0.616 -0.266 -0.258
C -2.95689 -2.39294 -2.02963 -0.362 0.413 -0.148
C -3.20239 -0.96984 -1.52263 -0.969 -0.721 -1.747
O -3.95449 -0.18494 -2.05053 0.152 -0.073 0.320
O -2.50939 -0.72614 -0.45463 0.281 0.641 1.198
H 1.25621 -3.85094 0.06617 -0.338 0.197 -0.012
H -0.17999 -4.63114 -0.10163 0.127 0.336 -0.016
H 0.80121 -4.76454 -2.23063 -0.065 0.179 0.120
H 1.19271 -3.03304 -2.13283 -0.062 -0.049 0.086
H -3.73629 -3.06214 -1.63333 0.068 0.193 -0.109
H -2.98889 -2.44304 -3.12503 -0.046 0.066 0.321
N -1.71319 -0.37734 1.92377 -0.250 -0.145 -0.333
C -0.77809 0.15396 2.92327 0.206 -0.260 0.457
C -1.39989 1.34086 3.67727 0.150 -0.178 0.078
C -0.63619 1.85376 4.90067 0.055 0.060 -0.190
C 0.76481 2.40056 4.62967 0.012 0.309 0.127
N 1.70601 1.30866 4.48817 -0.003 -0.308 0.170
C 3.00521 1.43626 4.40097 -0.019 0.010 -0.315
N 3.60281 2.64316 4.32127 -0.063 0.062 0.098
N 3.76301 0.33936 4.28737 0.092 -0.069 0.153
C -0.44119 -1.07524 3.85247 -0.576 0.784 -0.689
O 0.62481 -1.01804 4.49597 0.703 -0.122 0.514
O -1.24989 -2.00624 3.81297 -0.353 0.041 0.633
H -2.31509 0.35166 1.53457 0.274 -0.167 -0.160
H -2.31419 -1.00704 2.47777 0.150 0.126 -0.206
H 0.15091 0.47386 2.43687 -0.130 -0.098 0.004
H -2.39149 1.04546 4.02537 -0.105 -0.014 -0.078
H -1.52669 2.16636 2.97027 -0.083 0.006 -0.066
H -0.55339 1.05866 5.63997 -0.038 -0.008 0.157
H -1.23049 2.65376 5.34577 0.047 -0.036 0.015
H 1.05841 3.02916 5.47937 -0.018 0.002 -0.056
H 0.77561 3.02866 3.73057 -0.066 0.015 -0.002
H 1.28131 0.31126 4.52567 0.192 0.157 -0.113
H 3.08631 3.47006 4.56987 0.018 -0.053 -0.054
H 4.60621 2.70576 4.36267 -0.071 0.006 0.036
H 3.36401 -0.57314 4.46837 0.073 0.048 0.056
H 4.76621 0.40056 4.31287 -0.035 -0.030 0.041
N 0.46341 -1.91924 1.41217 2.441 -0.183 2.157
C 1.45551 -2.14404 2.02537 -0.879 0.415 -0.721
N 2.60451 -2.31664 2.42337 0.217 0.020 -0.918
C 3.27071 -2.63244 3.47967 0.124 -0.167 0.475
N 3.99181 -2.85684 4.34917 0.288 -0.034 0.559
Se -1.07339 -4.29214 2.52547 -0.425 0.026 -0.642
N -2.00449 -3.19234 1.40047 -0.974 -1.321 1.268
C -3.32309 -3.40444 1.66587 0.795 -0.236 -0.006
C -4.39979 -2.68664 1.13667 -0.854 0.378 -0.325
C -5.68059 -3.04934 1.47847 0.696 0.420 -0.368
C -5.93449 -4.12514 2.34337 0.240 -0.670 0.538
C -4.90459 -4.82684 2.91167 -0.672 0.093 -0.042
C -3.58139 -4.46754 2.59377 0.738 0.140 -0.133
N -2.49539 -5.07114 3.09217 -0.274 -0.101 0.222
H -4.23559 -1.84424 0.48237 -0.005 -0.036 0.071
H -6.50469 -2.48524 1.07127 -0.103 0.046 -0.046
H -6.95569 -4.39134 2.56627 -0.079 -0.030 0.072
H -5.07229 -5.63624 3.60447 -0.026 -0.077 0.036
O 0.27281 -0.48814 -1.07143 -0.810 -1.065 0.895
P 0.95421 0.56256 -1.91053 0.968 0.131 -0.328
C 2.80591 0.24496 -1.74583 -0.443 -0.069 -0.280
C 3.78871 1.33816 -2.18083 -0.108 0.299 -0.038
C 4.15641 2.35526 -1.10263 0.210 -0.135 0.038
C 4.58861 1.65906 0.18537 -0.264 0.214 0.055
C 3.49201 0.72076 0.68097 0.303 -0.128 -0.066
C 3.18481 -0.33224 -0.37903 -0.338 -0.019 0.258
C 0.62131 2.23716 -1.10823 0.263 -0.450 -0.161
C 0.55151 3.49146 -1.97343 -0.046 -0.037 -0.231
C -0.84019 3.75926 -2.53423 -0.004 0.169 0.133
C -1.90419 3.76986 -1.44573 -0.039 -0.217 -0.156
C -1.89819 2.42396 -0.73373 0.163 0.204 0.122
C -0.53129 2.17306 -0.10803 -0.247 -0.357 0.010
C 0.64701 0.02236 -3.69183 -0.010 0.133 0.550
C 1.24561 0.79566 -4.86773 0.098 0.177 0.043
C 0.30301 1.81366 -5.50243 0.066 -0.199 -0.147
C -1.04079 1.17856 -5.84273 -0.032 0.287 0.244
C -1.69229 0.63376 -4.57913 0.083 -0.165 -0.154
C -0.79639 -0.41744 -3.94193 -0.308 0.046 0.197
H 2.92901 -0.57504 -2.46573 -0.104 0.065 0.041
H 3.40801 1.87136 -3.05243 0.117 -0.029 -0.110
H 4.71171 0.83456 -2.48213 -0.021 0.010 -0.105
H 3.32011 3.02596 -0.90103 0.009 0.091 0.025
H 4.97441 2.97276 -1.48083 -0.079 0.055 0.006
H 4.82481 2.40596 0.94627 0.069 -0.005 0.024
H 5.49651 1.08176 -0.00383 0.078 -0.029 0.021
H 2.59581 1.29366 0.93107 -0.113 0.037 0.075
H 3.81331 0.21496 1.59417 -0.073 0.017 0.001
H 2.37871 -0.98104 -0.03023 0.140 -0.046 -0.084
H 4.07811 -0.95074 -0.50553 0.006 -0.029 -0.040
H 1.53711 2.30286 -0.51233 -0.081 -0.070 -0.125
H 1.27581 3.43586 -2.78773 0.131 0.086 -0.044
H 0.83841 4.33706 -1.34133 0.075 0.028 -0.019
H -1.10169 2.97736 -3.24313 0.013 0.100 -0.106
H -0.83389 4.71006 -3.06743 0.017 -0.008 -0.121
H -2.88319 3.95146 -1.89053 -0.015 0.070 0.029
H -1.70669 4.57276 -0.73063 -0.018 0.072 0.040
H -2.13519 1.62646 -1.44203 -0.109 0.003 0.047
H -2.66269 2.41396 0.04677 -0.067 -0.147 -0.043
H -0.51739 1.19366 0.37957 0.039 0.241 0.056
H -0.34669 2.94416 0.64907 0.056 -0.025 0.054
H 1.22061 -0.91614 -3.60253 -0.040 0.216 0.119
H 1.49651 0.05236 -5.62883 0.064 -0.008 -0.027
H 2.17881 1.28286 -4.58033 0.062 -0.087 -0.081
H 0.77311 2.20216 -6.40693 0.035 0.074 0.022
H 0.15431 2.65546 -4.82893 -0.022 0.148 0.036
H -0.88449 0.35646 -6.54403 -0.026 -0.025 -0.129
H -1.68979 1.91206 -6.32293 -0.009 -0.035 -0.061
H -2.65789 0.18476 -4.81073 -0.053 -0.018 0.069
H -1.88669 1.43536 -3.86873 -0.115 0.061 -0.007
H -0.76539 -1.28554 -4.60603 0.014 -0.059 0.075
H -1.22599 -0.74724 -2.99353 0.064 -0.105 -0.190